Here is C17H16Cl5IrN2O9P2S as an isolated structure from OMol25. Energies are from wB97M-V/def2-TZVPD.

```
53
Properties=species:S:1:pos:R:3:forces:R:3
Ir -0.54278 -0.33377 -1.07479 0.0714 -0.0874 -0.0107
O -3.31188 -3.22667 0.71523 0.0059 -0.0125 0.0119
P -2.85930 -2.28663 -0.49691 0.0238 0.0490 -0.0139
O -3.96924 -1.63901 -1.20089 0.0051 0.0003 -0.0047
O -1.77886 -1.40405 0.16914 -0.0170 -0.0293 -0.0098
O -2.04014 -3.33738 -1.40415 -0.0083 -0.0102 0.0111
P -1.23385 -2.98895 -2.77446 -0.0159 0.0190 -0.0338
O 0.19551 -3.66471 -2.46759 0.0199 -0.0119 0.0161
O -1.86527 -3.55711 -3.95613 -0.0005 -0.0039 -0.0012
O -0.99256 -1.46628 -2.72200 0.0104 -0.0110 0.0240
H -4.23618 -3.48030 0.61032 -0.0049 -0.0032 0.0000
H 0.80768 -2.98195 -2.15962 -0.0139 -0.0040 0.0056
Cl -2.88690 6.09028 0.52882 0.0004 -0.0008 -0.0011
C -2.07288 4.57573 0.49577 0.0100 0.0036 0.0140
C -2.47389 3.58313 -0.38861 0.0030 -0.0023 -0.0036
Cl -3.78574 3.83511 -1.46860 -0.0030 0.0023 0.0000
C -1.80456 2.36987 -0.40239 -0.0041 -0.0114 0.0054
Cl -2.31317 1.10598 -1.50422 -0.0104 0.0539 0.0038
C -0.73665 2.07128 0.45065 0.0141 -0.0169 -0.0122
O -0.11219 0.92420 0.45724 -0.0235 0.0482 0.0378
C -0.33766 3.10411 1.32368 -0.0034 -0.0004 -0.0133
Cl 1.01782 2.79087 2.34001 0.0005 -0.0006 0.0068
C -0.99358 4.32445 1.34996 -0.0104 -0.0003 -0.0092
Cl -0.46915 5.54929 2.43627 -0.0006 0.0010 -0.0006
C 0.25637 -3.63816 0.85810 0.0040 0.0026 -0.0051
S 1.47362 -2.35820 0.60349 -0.0280 -0.0177 0.0149
O 1.07717 -1.54708 -0.65345 -0.0289 0.0232 -0.0229
C 1.27925 -1.40138 2.08051 -0.0169 0.0081 -0.0129
C 0.04448 -1.09043 2.64273 0.0073 -0.0300 -0.0216
C 0.01993 -0.41134 3.84719 0.0135 0.0141 0.0136
C 1.20557 -0.04434 4.47390 -0.0195 0.0148 -0.0047
C 2.42997 -0.34002 3.89597 0.0130 -0.0102 -0.0184
C 2.47006 -1.02425 2.68965 0.0100 0.0083 0.0162
H -0.70511 -3.22420 1.14031 0.0119 -0.0125 -0.0100
H 0.66614 -4.27171 1.64523 0.0022 -0.0049 0.0021
H 0.17695 -4.18938 -0.07765 0.0035 -0.0029 -0.0004
H -0.87365 -1.35047 2.13297 0.0095 0.0206 0.0195
H -0.93110 -0.15905 4.29683 -0.0005 -0.0001 -0.0024
H 1.17108 0.48685 5.41627 0.0000 -0.0022 0.0019
H 3.35106 -0.04870 4.38254 -0.0029 0.0002 0.0014
H 3.41776 -1.28079 2.23178 0.0005 0.0006 0.0019
C 2.68860 1.19644 -0.83227 0.0041 0.0060 0.0021
C 1.88853 1.23587 -2.08441 0.0075 0.0100 -0.0059
N 0.69782 0.70869 -2.31764 -0.0119 -0.0024 0.0038
C 0.38069 0.94026 -3.64352 -0.0080 0.0166 -0.0008
C 1.39179 1.63266 -4.21482 0.0016 -0.0126 -0.0010
N 2.33043 1.80870 -3.22185 -0.0069 0.0074 0.0012
H 2.04225 1.00449 0.01893 -0.0086 -0.0012 0.0033
H 3.19512 2.14966 -0.67594 0.0012 -0.0014 -0.0041
H 3.44271 0.40956 -0.89558 -0.0070 -0.0049 0.0054
H -0.53124 0.56088 -4.06829 -0.0017 0.0020 0.0002
H 1.52857 2.00334 -5.21370 0.0013 -0.0013 -0.0005
H 3.21060 2.28457 -3.31397 0.0013 -0.0014 0.0008
```
Positions in Å, forces in eV/Å.

Energy above the lowest of the compared OMol25 structures with the same formula, charge and spin (kcal per mole): 0.00
DFT total energy (a.u.): -4930.6204
HOMO-LUMO gap (hartree): 0.29809

Löwdin atomic charge list, values in e, 2 entries: Ir 1.243; O -0.104